Record 1
The following is a quantum chemistry calculation of C11H9NO5S2W as an isolated structure, from the Open Molecules 2025 dataset.

```
29
C11H9NO5S2W, DFT wB97M-V/def2-TZVPD
W 0.65 -0.90 -0.68
O 0.49 -0.84 5.55
C 0.64 -0.85 4.20
C 1.76 -0.35 3.52
C 1.79 -0.50 2.16
N 0.72 -1.06 1.49
C -0.38 -1.56 2.15
C -0.45 -1.45 3.51
C -1.32 -2.17 1.16
O -2.33 -2.78 1.40
O -0.87 -1.99 -0.10
C 2.84 -0.10 1.18
O 3.90 0.42 1.43
O 2.47 -0.38 -0.09
H 1.29 -0.46 5.99
H 2.56 0.15 4.04
H -1.28 -1.77 4.10
C -0.80 0.80 -4.82
C -0.38 0.54 -3.40
S 0.75 -0.85 -3.11
C -0.87 1.39 -2.38
C -1.85 2.51 -2.72
S -0.38 1.26 -0.70
H -0.39 0.01 -5.44
H -0.44 1.77 -5.19
H -1.90 0.79 -4.90
H -1.91 2.66 -3.80
H -1.49 3.42 -2.23
H -2.85 2.28 -2.31
```

⟨S²⟩: 2.02
frontier orbital gap (spin up / spin down): 6.088 / 5.998 eV
spin multiplicity: 3
calculated total energy: -46778.221 eV

Record 2
The following is a quantum chemistry calculation of a 12-piece molecular cluster, C44H86F4O23 overall, from the Open Molecules 2025 dataset.

```
157
C44H86F4O23, DFT wB97M-V/def2-TZVPD
C 4.99 0.81 -1.44
C 6.43 0.57 -1.00
O 7.09 0.77 -2.21
C 6.31 1.38 -3.12
O 6.71 1.59 -4.25
O 5.09 1.64 -2.52
F 6.62 -0.61 -0.39
H 4.26 1.24 -0.76
H 4.62 -0.19 -1.69
H 6.75 1.36 -0.32
C -4.17 2.46 -10.36
C -5.63 2.49 -9.87
O -6.31 2.63 -11.11
C -5.42 3.29 -11.95
O -5.77 4.02 -12.91
O -4.14 3.11 -11.59
F -5.97 3.49 -9.05
H -3.73 1.46 -10.44
H -3.60 3.21 -9.82
H -6.13 1.57 -9.58
C -8.69 3.68 2.99
C -7.22 3.94 3.08
O -7.00 4.82 2.04
C -7.94 4.70 1.09
O -8.04 5.30 -0.01
O -8.86 3.93 1.65
F -6.55 2.76 2.91
H -9.36 4.21 3.67
H -8.81 2.62 3.23
H -6.89 4.35 4.03
C 3.54 -2.34 -10.47
C 2.89 -1.00 -10.61
O 1.57 -1.21 -10.06
C 1.64 -2.20 -9.14
O 0.74 -2.69 -8.43
O 2.81 -2.85 -9.31
F 2.86 -0.80 -11.88
H 4.60 -2.28 -10.21
H 3.51 -3.07 -11.28
H 3.47 -0.25 -10.08
C 1.03 -7.17 6.03
C 2.52 -7.18 6.46
O 3.23 -8.30 6.03
C 2.76 -9.57 6.35
C 3.99 -10.60 6.38
H 0.41 -6.30 6.23
H 1.06 -7.17 4.94
H 0.47 -8.04 6.37
H 3.08 -6.36 6.01
H 2.59 -7.09 7.54
H 2.17 -9.57 7.26
H 2.06 -9.90 5.58
H 3.56 -11.48 6.84
H 4.86 -10.25 6.95
H 4.43 -10.75 5.39
C -2.19 -8.93 -3.77
C -2.15 -8.48 -2.39
O -2.92 -9.30 -1.63
C -3.19 -8.72 -0.39
C -3.42 -9.86 0.48
H -1.71 -8.21 -4.44
H -1.40 -9.66 -3.94
H -3.12 -9.26 -4.23
H -1.14 -8.34 -2.00
H -2.63 -7.50 -2.35
H -2.43 -8.03 -0.02
H -4.07 -8.10 -0.52
H -3.79 -10.73 -0.05
H -4.22 -9.64 1.19
H -2.48 -10.09 1.00
C -0.27 0.61 -2.89
C -1.12 0.08 -1.80
O -0.26 -0.16 -0.76
C -0.88 -0.83 0.32
C 0.20 -1.00 1.21
H 0.25 1.52 -2.56
H 0.45 -0.13 -3.25
H -0.84 0.99 -3.74
H -1.81 0.88 -1.52
H -1.63 -0.81 -2.15
H -1.69 -0.25 0.75
H -1.30 -1.82 0.13
H -0.11 -1.20 2.23
H 0.69 -0.05 1.42
H 0.95 -1.75 0.97
C -1.10 1.16 8.56
C -0.47 1.13 9.95
O 0.63 0.31 10.16
C 1.03 -0.02 11.46
C 1.80 1.17 12.08
H -1.99 1.80 8.59
H -0.46 1.57 7.79
H -1.37 0.16 8.24
H -0.17 2.14 10.24
H -1.24 0.75 10.62
H 0.17 -0.18 12.12
H 1.64 -0.92 11.44
H 1.94 0.89 13.12
H 1.24 2.11 12.06
H 2.86 1.25 11.82
C 0.96 7.03 -6.66
C 2.25 7.76 -6.58
O 2.97 7.11 -7.58
C 4.28 7.66 -7.79
C 4.97 6.95 -8.91
H 0.33 7.35 -7.49
H 1.09 5.95 -6.71
H 0.42 7.28 -5.75
H 2.17 8.84 -6.66
H 2.72 7.61 -5.60
H 4.40 8.74 -7.89
H 4.72 7.38 -6.83
H 6.05 6.86 -8.82
H 4.73 7.66 -9.71
H 4.62 5.96 -9.19
O 11.49 0.27 6.45
C 10.75 -0.13 7.33
O 9.53 -0.50 7.26
C 8.89 -0.43 6.02
C 7.53 -1.03 6.26
C 11.15 -0.02 8.82
H 9.37 -0.84 5.14
H 8.97 0.64 5.80
H 7.65 -2.10 6.39
H 6.81 -0.93 5.44
H 7.13 -0.66 7.21
H 11.84 -0.85 8.95
H 10.25 -0.23 9.40
H 11.53 0.95 9.12
O 2.75 6.38 2.01
C 1.81 6.95 2.50
O 1.65 8.20 2.87
C 2.54 9.22 2.44
C 1.75 10.47 2.37
C 0.56 6.16 2.65
H 2.87 8.98 1.43
H 3.45 9.32 3.03
H 1.30 10.71 3.34
H 0.98 10.41 1.60
H 2.40 11.31 2.14
H -0.06 6.54 3.47
H 0.89 5.13 2.67
H -0.01 6.42 1.75
O -9.01 -1.20 -3.85
C -9.53 -1.52 -2.77
O -10.86 -1.71 -2.53
C -11.90 -1.27 -3.42
C -13.24 -2.00 -3.16
C -8.73 -1.78 -1.60
H -11.71 -1.41 -4.49
H -12.09 -0.23 -3.18
H -13.45 -2.01 -2.09
H -13.24 -2.99 -3.63
H -14.01 -1.44 -3.69
H -7.80 -2.26 -1.91
H -9.18 -2.53 -0.95
H -8.47 -0.82 -1.14
```

SMILES string: O=C1OC[C@@H](F)O1.O=C1OC[C@@H](F)O1.O=C1OC[C@@H](F)O1.O=C1OC[C@@H](F)O1.CCOC(C)=O.CCOC(C)=O.CCOC(C)=O.CCOCC.CCOCC.CCOCC.CCOCC.CCOCC
frontier orbital gap: 9.773 eV
calculated total energy: -104977.231 eV

Record 3
The following is a quantum chemistry calculation of C5H24B2Cl4Mg2O5S as an isolated structure, from the Open Molecules 2025 dataset.

```
43
C5H24B2Cl4Mg2O5S, DFT wB97M-V/def2-TZVPD
Mg -2.62 2.13 3.92
Mg -4.29 -3.06 -0.62
Cl 0.98 1.77 5.25
Cl -5.56 0.25 6.20
Cl -1.28 -5.30 -1.93
Cl -7.09 -2.05 -3.40
B -2.95 -0.14 0.96
H -3.88 0.30 1.26
H -2.13 0.57 1.05
H -2.74 -1.12 1.35
H -2.98 -0.22 -0.12
B -6.47 -4.23 2.10
H -6.58 -3.25 1.65
H -7.42 -4.68 2.32
H -6.04 -4.91 1.38
H -5.91 -4.19 3.03
O 6.27 3.43 0.15
S 6.78 2.18 -0.46
O 7.56 1.26 0.42
O 5.52 1.40 -1.30
C 4.66 2.12 -2.04
C 3.58 1.04 -2.32
C 7.88 2.61 -1.94
H 5.06 2.53 -2.96
H 4.26 2.96 -1.47
H 3.99 0.19 -2.86
H 2.64 1.34 -2.78
H 3.27 0.74 -1.32
H 8.56 1.76 -1.85
H 8.46 3.51 -1.77
H 7.33 2.56 -2.89
C -5.43 4.99 -3.25
O -4.58 6.06 -2.92
H -5.28 4.16 -2.56
H -6.43 5.42 -3.20
H -5.24 4.59 -4.25
H -4.02 5.73 -2.21
C 1.95 -5.11 3.44
O 2.30 -6.42 3.19
H 2.33 -4.52 2.60
H 0.88 -4.98 3.58
H 2.59 -4.85 4.28
H 2.04 -6.57 2.28
```

frontier orbital gap: 2.979 eV
net charge: -2
calculated total energy: -88968.191 eV

Record 4
The following is a quantum chemistry calculation of a 4-piece molecular cluster, C5H18N2O4 overall, from the Open Molecules 2025 dataset.

```
29
C5H18N2O4, DFT wB97M-V/def2-TZVPD
C -0.74 1.74 0.78
C -1.37 0.31 0.90
C -0.98 -0.34 2.23
N -0.44 -1.72 2.16
C 0.43 1.69 -0.14
N 1.35 0.71 0.09
C 2.73 0.81 -0.41
O 0.52 2.41 -1.13
H -0.44 2.04 1.78
H -1.50 2.41 0.43
H -2.42 0.33 0.85
H -1.00 -0.35 0.11
H -1.75 -0.33 3.00
H -0.13 0.20 2.65
H -0.73 -2.21 1.31
H -0.84 -2.25 2.92
H 1.28 0.15 0.92
H 3.40 0.85 0.44
H 2.80 1.70 -1.03
H 2.92 -0.08 -1.00
H -2.13 -2.12 -2.28
H -1.85 -0.65 -2.14
O -2.40 -1.35 -1.77
H 0.53 0.97 -2.92
H -0.91 1.40 -3.13
O -0.34 0.62 -3.13
H 1.41 -2.87 0.01
H 1.58 -1.65 -0.75
O 1.01 -2.43 -0.75
```

SMILES string: CNC(=O)CCCN.O.O.O
frontier orbital gap: 10.037 eV
calculated total energy: -16647.293 eV